Record 1
16
Properties=species:S:1:pos:R:3:nbo_charge:R:1 method="wB97M-V/def2-TZVPD" spin_multiplicity=1 total_charge=0
C 1.738 1.645 -0.005 -0.257
O 0.805 0.863 -0.571 -0.390
N 0.402 -0.232 0.372 -0.182
C 1.019 -1.383 0.135 0.469
O 2.020 -1.330 -0.594 -0.570
C -1.098 -0.195 0.507 -0.302
C -1.940 -0.702 -0.593 -0.322
Cl -3.659 0.192 -0.168 -0.138
H 2.250 2.140 -1.133 0.202
H 2.650 1.105 0.526 0.205
H 1.173 2.443 0.643 0.175
H 0.945 -2.223 1.051 0.152
H -1.373 0.780 0.883 0.246
H -1.286 -0.921 1.390 0.218
H -2.004 -1.888 -0.674 0.239
H -1.639 -0.294 -1.768 0.253


Record 2
15
Properties=species:S:1:pos:R:3:nbo_charge:R:1 method="wB97M-V/def2-TZVPD" spin_multiplicity=1 total_charge=0
O -2.732 -1.332 0.793 -1.060
P -1.610 -0.413 1.035 1.860
Cl -1.836 0.258 2.931 -0.297
C -1.247 0.837 -0.262 -0.793
C 0.267 0.781 -0.520 -0.412
C 0.573 -0.629 -0.226 -0.430
C 0.114 -1.040 1.110 -0.770
H -1.534 1.896 -0.001 0.264
H -1.890 0.331 -1.096 0.266
H 0.782 1.548 0.121 0.211
H 0.556 1.261 -1.472 0.234
H 0.036 -1.290 -0.850 0.209
H 1.665 -0.852 -0.403 0.219
H 0.296 -2.173 1.317 0.264
H 0.582 -0.498 1.901 0.235


Record 3
43
Properties=species:S:1:pos:R:3:nbo_charge:R:1 method="wB97M-V/def2-TZVPD" spin_multiplicity=1 total_charge=-1
Li -0.189 0.746 1.786 0.870
C 1.206 0.090 -2.065 0.764
F 0.564 -0.089 -0.949 -0.305
F 0.620 1.125 -2.762 -0.313
F 2.536 0.276 -1.789 -0.322
S 0.918 -1.487 -3.092 2.094
O -0.020 -2.379 -2.424 -0.908
O 0.481 -1.060 -4.461 -0.893
N 2.333 -2.406 -2.988 -1.166
S 3.241 -1.968 -4.166 2.196
O 3.111 -2.880 -5.286 -0.936
O 3.161 -0.545 -4.481 -0.959
C 4.983 -2.249 -3.425 0.732
F 5.279 -3.527 -3.378 -0.319
F 5.962 -1.800 -4.245 -0.344
F 5.133 -1.627 -2.276 -0.316
C -3.349 -1.029 3.156 0.797
F -4.414 -0.200 3.038 -0.304
F -2.557 -0.633 4.118 -0.304
F -3.782 -2.314 3.336 -0.309
S -2.468 -1.066 1.407 2.034
O -1.147 -1.703 1.712 -0.960
O -3.287 -1.887 0.499 -0.796
N -2.010 0.588 1.095 -1.235
S -2.814 0.755 -0.198 2.152
O -2.384 -0.031 -1.331 -0.898
O -4.301 0.794 -0.005 -0.926
C -2.335 2.509 -0.757 0.751
F -2.775 3.354 0.213 -0.327
F -1.003 2.616 -0.826 -0.324
F -2.846 2.791 -1.967 -0.297
O 1.263 -0.644 2.124 -0.954
H 2.207 -0.658 1.971 0.492
H 1.112 -1.345 2.758 0.489
O -0.128 1.278 3.754 -0.959
H -0.180 0.401 4.135 0.503
H 0.650 1.668 4.153 0.493
O -2.430 2.509 3.364 -0.962
H -1.535 2.359 3.670 0.467
H -2.571 1.837 2.698 0.476
O 1.066 2.271 1.262 -0.955
H 1.046 2.884 1.997 0.476
H 1.654 2.677 0.626 0.505


| no. | LUMO level (eV) | calculated total energy (eV) |
| --- | --- | --- |
| 1 | 0.369 | -22380.136 |
| 2 | 0.754 | -28137.522 |
| 3 | 0.514 | -107983.654 |